(1)
Formula: C37H32AlAsN8O6S
Source: the Open Molecules 2025 dataset
Level of theory: ωB97M-V with the def2-TZVPD basis set

Structure (XYZ):
```
86
Properties=species:S:1:pos:R:3:mulliken_charge:R:1
Al -1.22 0.63 -0.26 -0.7724
C 3.70 -1.59 -4.84 -1.7049
C 2.97 -0.90 -3.72 0.2562
C 3.59 -0.57 -2.51 -0.9144
C 2.88 -0.04 -1.46 -0.1860
C 1.49 0.23 -1.52 0.1590
N 0.75 0.55 -0.41 0.7781
C 1.39 1.23 0.65 -0.0885
C 2.26 2.30 0.43 -0.3591
C 2.91 2.95 1.46 -0.9396
C 2.70 2.57 2.79 0.4660
C 3.41 3.26 3.92 -1.6468
C 1.78 1.57 3.03 -0.1978
C 1.12 0.92 1.99 -0.7051
N 0.18 -0.10 2.31 0.9694
C 0.16 -0.92 3.39 0.0315
C -0.98 -1.68 3.31 -2.0658
C -1.62 -1.26 2.14 -0.1488
N -0.91 -0.31 1.54 0.4875
C 0.91 0.01 -2.79 0.3905
C 1.63 -0.59 -3.82 -0.6995
N -0.43 0.42 -3.10 -0.2589
C -0.90 0.72 -4.33 -0.0204
C -2.25 0.98 -4.23 -1.6327
C -2.54 0.82 -2.87 -0.1017
N -1.44 0.49 -2.21 1.2123
H 4.78 -1.45 -4.75 0.3956
H 3.39 -1.21 -5.81 0.3793
H 3.51 -2.67 -4.83 0.2876
H 4.65 -0.76 -2.39 0.3829
H 3.39 0.16 -0.53 0.4427
H 2.42 2.62 -0.59 0.5208
H 3.58 3.77 1.24 0.3980
H 4.38 3.65 3.60 0.4112
H 3.59 2.57 4.75 0.3851
H 2.83 4.10 4.31 0.2746
H 1.53 1.30 4.05 0.4872
H 0.94 -0.90 4.13 0.4964
H -1.31 -2.44 4.00 0.4659
H -2.56 -1.58 1.73 0.6943
H 1.11 -0.83 -4.75 0.6505
H -0.26 0.78 -5.19 0.5305
H -2.93 1.25 -5.02 0.4614
H -3.47 0.95 -2.32 0.4688
O -5.62 0.42 0.09 -0.6600
As -4.20 0.88 1.08 0.7961
O -4.23 -0.09 2.38 -0.7976
O -2.98 0.55 -0.07 1.1417
C -4.74 2.70 1.38 0.1778
C -5.90 2.80 2.14 -0.7570
C -6.46 4.04 2.40 -0.6551
C -5.86 5.18 1.89 -0.4858
C -4.69 5.09 1.16 -0.3742
C -4.11 3.85 0.92 0.3353
S -1.44 3.39 0.89 0.1699
O -1.82 2.53 2.01 -0.4616
O -2.94 3.84 0.18 -0.4368
O -1.04 2.50 -0.28 -0.3232
H -5.88 -0.45 0.40 0.3000
H -6.37 1.89 2.51 0.4050
H -7.36 4.11 3.00 0.3871
H -6.30 6.15 2.08 0.3783
H -4.20 5.98 0.77 0.4682
C -2.13 -3.92 -1.03 -1.1923
C -2.03 -2.54 -0.96 -0.3641
N -0.86 -1.90 -0.86 0.5079
C 0.26 -2.62 -0.85 0.4740
C 0.28 -4.01 -0.94 0.2548
C -0.96 -4.65 -1.02 -0.6981
C 1.50 -4.82 -1.04 -0.7752
C 2.75 -4.60 -0.63 -1.0132
C 3.32 -3.50 0.18 1.4003
C 4.68 -3.21 0.08 -0.7719
C 5.16 -2.19 0.87 -0.2135
N 4.39 -1.51 1.72 -0.5790
C 3.11 -1.88 1.75 -0.5979
N 2.53 -2.82 1.02 -0.3973
H -3.09 -4.39 -1.09 0.4520
H -2.92 -1.91 -1.00 0.4491
H 1.19 -2.07 -0.77 -0.0083
H -0.99 -5.74 -1.08 0.4670
H 1.35 -5.76 -1.57 0.3755
H 3.49 -5.35 -0.91 0.3781
H 5.32 -3.77 -0.58 0.4366
H 6.21 -1.88 0.82 0.4528
H 2.48 -1.35 2.45 0.9143
```

F_max	1.2	eV Å⁻¹
ΔE to the lowest compared entry with this formula, charge and spin	206.4	kJ/mol
total charge	0
Kohn-Sham gap	0.2470	hartree


(2)
Formula: C37H32BrDyOP2
Source: the Open Molecules 2025 dataset
Level of theory: ωB97M-V with the def2-TZVPD basis set

Structure (XYZ):
```
74
Properties=species:S:1:pos:R:3:mulliken_charge:R:1
Dy -0.30 0.71 0.20 -0.2855
P -1.31 -0.14 -2.12 1.7529
C -0.92 -1.83 0.52 0.3969
O -1.49 -2.79 0.86 -0.2340
P 1.33 -0.24 2.13 1.8137
C -2.72 -1.23 -2.33 0.3452
C -0.25 -0.42 -3.55 0.2394
C -2.02 1.60 -2.36 0.3619
C 0.99 1.16 3.32 0.2075
C 1.28 -1.70 3.15 -0.0378
C 3.06 0.05 1.59 0.2321
C -4.05 -0.77 -2.38 -0.3175
C -5.11 -1.68 -2.49 -0.7140
C -4.83 -3.05 -2.50 -0.4473
C -3.51 -3.53 -2.36 -0.9052
C -2.47 -2.61 -2.24 -0.1916
H -4.25 0.30 -2.32 0.3773
H -6.14 -1.31 -2.59 0.4153
H -5.64 -3.77 -2.62 0.4037
H -3.30 -4.61 -2.37 0.4097
H -1.44 -2.94 -2.09 0.5048
C -2.68 2.24 -1.30 0.2675
C -3.28 3.49 -1.45 -0.9638
C -3.16 4.15 -2.68 -0.5097
C -2.43 3.57 -3.73 -0.7463
C -1.84 2.31 -3.56 -0.7823
H -2.79 1.73 -0.31 0.3856
H -3.85 3.93 -0.62 0.4649
H -3.66 5.11 -2.82 0.4102
H -2.36 4.09 -4.69 0.4185
H -1.25 1.86 -4.35 0.4231
C -0.79 -0.95 -4.71 0.0562
C 0.02 -1.22 -5.83 -0.7711
C 1.39 -0.96 -5.74 -0.5054
C 1.96 -0.45 -4.56 -0.6785
C 1.15 -0.18 -3.46 -0.3331
H -1.85 -1.17 -4.77 0.4564
H -0.42 -1.62 -6.75 0.4230
H 2.04 -1.15 -6.60 0.4097
H 3.04 -0.26 -4.50 0.4092
H 1.59 0.21 -2.53 0.0122
C 2.39 -2.56 3.20 -0.3983
C 2.31 -3.75 3.93 -0.6538
C 1.11 -4.09 4.56 -0.4517
C -0.04 -3.29 4.43 -0.8734
C 0.06 -2.10 3.69 0.1209
H 3.30 -2.29 2.66 0.4374
H 3.21 -4.39 4.03 0.4071
H 1.05 -5.01 5.16 0.3907
H -0.98 -3.57 4.92 0.4256
H -0.83 -1.48 3.51 0.3756
C 0.33 2.34 2.89 0.2580
C 0.00 3.34 3.82 -0.7904
C 0.30 3.16 5.17 -0.5149
C 0.90 1.98 5.62 -0.7749
C 1.22 0.98 4.68 0.0699
H 0.06 2.52 1.83 -0.1692
H -0.52 4.25 3.47 0.3848
H 0.06 3.96 5.88 0.4025
H 1.15 1.84 6.68 0.4315
H 1.65 0.04 5.03 0.4572
C 3.93 0.84 2.35 -0.3418
C 5.27 0.98 1.97 -0.7698
C 5.71 0.35 0.79 -0.4985
C 4.82 -0.38 -0.01 -0.8155
C 3.49 -0.53 0.38 -0.2796
H 3.56 1.34 3.24 0.4047
H 5.97 1.55 2.59 0.4271
H 6.75 0.41 0.50 0.4071
H 5.17 -0.88 -0.92 0.4316
H 2.78 -1.09 -0.23 0.5286
H -0.13 4.71 0.15 -0.0826
H 0.52 4.63 -0.25 0.1064
Br -2.32 0.31 1.78 -0.2256
```

F_max	4.9	eV Å⁻¹
total charge	+2
multiplicity	6
Kohn-Sham gap (spin up / spin down)	0.2762 / 0.2617	hartree
<S²>	9.35


(3)
Formula: C37H32ClN8NaO5
Source: the Open Molecules 2025 dataset
Level of theory: ωB97M-V with the def2-TZVPD basis set

Structure (XYZ):
```
84
Properties=species:S:1:pos:R:3:mulliken_charge:R:1
Na 0.12 0.93 0.26 0.7880
C 0.46 -3.11 -2.15 -2.2160
C -0.06 -2.13 -1.14 0.0178
N -0.17 -0.87 -1.32 1.8770
N 0.26 -0.35 -2.52 -1.3304
C 0.03 0.96 -2.55 -0.3555
O -0.55 1.67 -1.70 -0.7732
C 0.58 1.63 -3.79 0.5104
C 1.10 0.91 -4.86 -0.2130
C 1.59 1.57 -5.98 -0.6633
C 1.58 2.96 -6.03 -0.3794
C 1.07 3.68 -4.96 -0.7328
C 0.57 3.02 -3.85 -0.3231
C -0.45 -2.62 0.21 1.1606
C -0.10 -3.90 0.63 -1.1130
C -0.45 -4.32 1.90 -0.6398
C -1.14 -3.45 2.73 -0.8908
C -1.45 -2.19 2.23 -0.2840
N -1.12 -1.78 1.01 0.5804
H 0.53 -2.61 -3.11 0.4008
H -0.21 -3.98 -2.23 0.4164
H 1.45 -3.46 -1.87 0.2586
H 1.11 -0.17 -4.80 0.4100
H 2.00 1.00 -6.81 0.3802
H 1.98 3.48 -6.90 0.3491
H 1.07 4.77 -4.99 0.3771
H 0.17 3.56 -3.01 0.4706
H 0.48 -4.54 -0.02 0.4148
H -0.16 -5.30 2.25 0.3751
H -1.43 -3.73 3.73 0.4068
H -1.99 -1.48 2.84 0.4293
O -2.93 5.73 2.43 -0.5955
C -3.86 5.01 1.84 0.4408
O -4.99 5.43 1.67 -0.6706
C -3.48 3.64 1.39 -0.4165
C -4.36 2.69 0.91 0.3783
Cl -6.03 2.82 0.57 -0.1804
N -3.66 1.56 0.65 0.2614
N -2.36 1.72 0.93 -0.0350
C -2.22 2.95 1.37 0.4106
C -0.82 3.44 1.72 0.4704
O -0.76 4.50 2.40 -0.9232
O 0.12 2.76 1.30 -0.4484
C -4.07 0.32 0.07 0.0082
C -5.21 -0.34 0.51 -0.3824
C -5.54 -1.56 -0.05 -0.7160
C -4.73 -2.12 -1.02 -0.6696
C -3.58 -1.46 -1.44 -0.4699
C -3.25 -0.23 -0.90 0.1893
H -1.97 5.27 2.39 0.4143
H -5.82 0.09 1.30 0.4603
H -6.43 -2.08 0.29 0.3435
H -4.98 -3.09 -1.45 0.3837
H -2.92 -1.90 -2.18 0.4391
H -2.35 0.29 -1.19 0.4003
C 4.16 -3.36 -0.79 -0.6335
C 3.77 -3.58 0.53 -0.6839
C 3.05 -2.63 1.23 -0.2298
C 2.68 -1.39 0.65 0.0533
C 3.07 -1.21 -0.70 -0.1311
C 3.80 -2.16 -1.39 -0.6847
N 1.92 -0.43 1.25 0.6698
C 1.91 -0.32 2.62 -0.4605
C 0.74 0.11 3.28 0.5295
C 0.71 0.32 4.65 -1.0079
C 1.83 0.09 5.44 -0.5988
C 3.00 -0.33 4.81 -0.6080
C 3.04 -0.52 3.44 -0.3290
H 4.73 -4.11 -1.33 0.3286
H 4.01 -4.52 1.02 0.3123
H 2.73 -2.84 2.25 0.5543
H 2.77 -0.30 -1.20 -0.1279
H 4.07 -1.97 -2.42 0.3916
H -0.15 0.30 2.70 0.2663
H -0.21 0.66 5.11 0.4097
H 1.80 0.26 6.51 0.3721
H 3.90 -0.48 5.40 0.3470
H 3.97 -0.82 2.97 0.4500
N 3.33 2.35 0.24 -0.6802
N 3.10 2.56 -1.17 -0.5970
H 2.99 1.43 0.53 0.3336
H 2.74 3.02 0.72 0.3495
H 2.15 2.28 -1.43 0.3029
H 3.73 1.95 -1.67 0.3003
```

F_max	0.8	eV Å⁻¹
ΔE to the lowest compared entry with this formula, charge and spin	31.1	kJ/mol
total charge	-2
Kohn-Sham gap	0.1948	hartree